ORCA calculation (ωB97M-V with the def2-TZVPD basis set) on a structure of composition C39H39N7O2RbSSb.

Output
E_tot ... -73628.1869 eV
LUMO level ... -0.10 eV
Total charge ... 0
2S+1 ... 1
HOMO-LUMO gap ... 0.2421 hartree
HOMO energy ... -6.69 eV
F_max ... 2.91 eV/A

Structure (XYZ):
```
90
C39H39N7O2RbSSb | OMol25 | ωB97M-V with the def2-TZVPD basis set
Rb 0.14526 2.17855 -0.88109
C 4.33685 1.70601 1.01507
O 3.61016 2.30594 2.13739
C 2.31747 1.97951 1.87064
N 2.04949 1.14511 0.92484
C 3.33700 0.66501 0.51000
C 3.58376 -0.74437 1.01667
C 2.75347 -1.19794 2.08150
C 2.84467 -2.49900 2.53439
C 3.74729 -3.41274 1.91672
C 4.47900 -2.97345 0.88148
C 4.40709 -1.65420 0.41721
C 1.27033 2.38327 2.76661
C 1.53746 2.64012 4.10988
C 0.49058 2.98730 4.91878
C -0.79442 2.97736 4.46384
C -0.95403 2.64994 3.08670
N 0.01865 2.43777 2.26432
C -2.35483 2.64558 2.47229
N -2.70530 2.50417 1.27005
C -4.17074 2.80312 1.32190
C -4.58869 2.56589 2.75576
O -3.29178 2.74727 3.42794
C -4.97290 2.11000 0.27822
C -6.28311 2.51057 0.09299
C -7.09437 1.76429 -0.71475
C -6.62527 0.61985 -1.34004
C -5.28110 0.34027 -1.26588
C -4.47613 1.03855 -0.38797
H 5.26180 1.22272 1.35531
H 4.51909 2.47889 0.24364
H 3.49392 0.67153 -0.60200
H 2.06042 -0.43504 2.54096
H 2.31935 -2.76419 3.45772
H 3.92370 -4.40982 2.31218
H 5.17363 -3.64093 0.43395
H 4.98800 -1.33068 -0.45037
H 2.57552 2.49980 4.46578
H 0.59969 3.29818 5.90130
H -1.68965 3.17140 5.07735
H -4.31138 3.90693 1.13582
H -4.89018 1.55900 2.99704
H -5.31286 3.19996 3.22107
H -6.68734 3.40311 0.57116
H -8.15533 2.00674 -0.75074
H -7.28290 -0.02414 -1.90674
H -4.85827 -0.44563 -1.89552
H -3.50640 0.71252 -0.15717
N 3.14165 4.09930 -4.53672
C 2.97935 3.27888 -3.43708
S 2.95163 3.99362 -1.83867
N 2.74707 2.01947 -3.81461
N 2.28379 1.13713 -2.82249
C 2.19372 -0.08010 -3.20559
C 2.61535 -0.60580 -4.53574
C 1.78993 -1.47421 -5.28011
C 2.13297 -1.85723 -6.55052
C 3.32596 -1.39498 -7.14942
C 4.15633 -0.52760 -6.42967
C 3.77470 -0.12425 -5.13591
C 1.71135 -1.10659 -2.24217
C 2.19099 -2.43238 -2.35566
C 1.77774 -3.38300 -1.45652
C 0.84533 -3.01781 -0.46871
C 0.43691 -1.70847 -0.44204
N 0.91652 -0.77902 -1.21918
H 2.79694 5.02020 -4.31178
H 2.73007 3.66895 -5.38673
H 0.94467 -1.82037 -4.77419
H 1.52318 -2.54658 -7.10474
H 3.65664 -1.78304 -8.15048
H 5.02881 -0.13172 -6.88243
H 4.35784 0.66857 -4.69591
H 2.86411 -2.82756 -3.12264
H 2.24644 -4.37868 -1.52671
H 0.43597 -3.74024 0.25353
H -0.30472 -1.33360 0.30496
C -3.56443 -2.30504 4.64863
Sb -3.40466 -1.68737 2.53598
C -4.78108 -3.10550 1.72683
C -1.74093 -2.98083 2.04215
H -3.64304 -3.42159 4.76959
H -4.48081 -1.83453 5.06396
H -2.67671 -1.88604 5.09168
H -4.38218 -4.13147 1.89934
H -4.93676 -3.07807 0.60721
H -5.75212 -3.09511 2.20075
H -2.03274 -3.98506 2.41110
H -0.80248 -2.65697 2.47985
H -1.60999 -2.96941 0.94463
```